No. 1
Entry from the OMol25 dataset: C32H46CaGeNO7PTe as an isolated structure (wB97M-V/def2-TZVPD).

The relative energy (zero: lowest compared OMol25 entry of this formula, charge and spin) is 0.0 kcal per mole. As for the total charge: -2. The LUMO energy is 0.157 Ha. The total energy is -5192.4779 hartree. Its HOMO energy is -0.917 eV. The calculation puts the HOMO-LUMO gap at 5.1885 eV.

Structure (XYZ):
```
90
Properties=species:S:1:pos:R:3:mulliken_charge:R:1
H 0.693 -1.539 -5.736 0.343
C -0.661 -3.122 -3.690 -0.242
H 2.442 4.766 -0.598 0.315
O -2.489 0.313 0.300 -0.817
H 2.449 1.484 2.074 -0.140
C -0.973 3.818 5.314 -1.924
C 1.907 5.529 -0.029 -1.679
H 1.394 2.873 4.188 0.016
C 0.216 -5.764 -4.036 -0.357
C 0.328 0.021 -7.154 -0.628
O -0.957 4.423 0.596 -1.064
H -0.756 -5.669 -5.950 0.365
H 0.556 -6.785 -4.170 0.343
C -5.438 -1.609 -4.280 -0.609
C -6.024 -1.625 -3.020 -0.370
C 0.565 2.164 4.240 -0.949
O -0.820 3.784 2.985 -0.290
O 0.347 -1.901 2.077 -0.869
Te 2.959 -0.919 0.969 0.462
O 1.322 3.848 1.598 0.262
H 3.831 4.210 1.421 0.238
H 0.598 1.655 5.207 0.582
C 1.140 6.195 2.269 -1.519
H 3.298 4.715 3.026 0.355
H 0.665 -0.948 -1.957 0.408
H -5.673 -1.522 -0.904 0.401
C -3.241 -1.370 -3.277 0.257
H -6.057 -1.693 -5.167 0.382
C -3.845 -1.395 -2.019 -0.514
C -1.502 1.488 -6.659 -0.706
H -3.221 -1.297 -1.135 0.263
C -1.763 0.759 -5.505 0.039
Ca -0.177 -0.267 0.793 0.656
C 0.063 -0.693 -5.992 -0.552
O 1.155 -0.724 2.474 -0.788
H -7.099 -1.719 -2.921 0.344
C -0.994 -0.350 -5.146 -0.229
H -2.368 1.454 -2.334 0.259
O -0.281 2.007 1.267 1.772
H -1.489 2.767 -1.570 0.658
H -0.153 4.537 5.376 0.392
H 3.956 0.853 2.781 0.502
C 4.680 -0.545 -0.397 -1.338
N -3.109 2.479 0.235 -0.544
H -1.990 1.320 4.929 0.462
H 1.153 -0.274 -7.793 0.375
H -2.855 2.468 3.882 0.329
H -2.112 2.349 -6.908 0.372
C -0.519 -5.138 -5.034 -0.692
C 3.390 0.983 1.860 -0.807
C -0.953 -3.830 -4.857 0.091
C -0.361 -0.560 -1.910 -0.672
H -1.524 -3.349 -5.645 0.312
C -4.060 -1.481 -4.401 -0.269
H 5.611 -0.425 0.163 0.328
H -1.799 1.246 3.170 0.004
H 0.050 1.529 -2.683 0.496
H 0.115 6.296 1.913 0.288
C -2.412 1.412 -0.248 0.173
H 0.302 -3.236 -1.778 0.373
C -0.456 1.116 -7.492 -0.329
C -1.660 1.688 -1.529 0.052
C 0.076 -3.768 -2.697 -0.677
C -0.321 0.967 -1.806 -0.751
H 3.965 1.577 1.149 0.273
H -2.590 1.062 -4.869 0.284
Ge -1.264 -1.270 -3.390 0.875
H 1.110 5.902 3.321 0.200
C 3.317 4.998 1.973 -1.575
H 1.648 7.159 2.183 0.505
C -0.765 2.894 4.120 2.052
H 0.886 5.591 -0.404 0.304
H -2.632 3.378 0.153 0.293
C 1.896 5.154 1.449 1.610
P -0.245 3.480 1.507 -0.991
H 4.511 0.345 -1.008 0.329
H 1.084 -5.559 -2.083 0.420
H -0.248 1.679 -8.395 0.347
C -1.922 1.913 4.015 -1.471
H -1.003 3.239 6.239 0.378
H 0.690 1.394 3.477 -0.013
H 2.408 6.491 -0.169 0.445
C -5.224 -1.517 -1.891 -0.605
H -1.908 4.370 5.209 0.391
C 0.513 -5.077 -2.867 -0.679
H -3.472 2.301 1.163 0.358
H -3.616 -1.459 -5.391 0.265
H 3.871 5.933 1.864 0.405
H 0.389 1.258 -1.022 0.331
H 4.785 -1.406 -1.063 0.323
```

No. 2
Entry from the OMol25 dataset: C32H46CaGeNO7PTe as an isolated structure (wB97M-V/def2-TZVPD).

The relative energy (zero: lowest compared OMol25 entry of this formula, charge and spin) is 20.7 kcal per mole. As for the total charge: -2. The LUMO energy is 0.154 Ha. The total energy is -5192.4449 hartree. Its HOMO energy is -1.173 eV. The calculation puts the HOMO-LUMO gap at 5.3626 eV.

Structure (XYZ):
```
90
Properties=species:S:1:pos:R:3:mulliken_charge:R:1
H 5.461 5.595 -1.938 0.461
C 0.790 1.350 4.129 -0.660
N -2.311 2.066 3.069 -0.082
C -3.744 -1.225 -0.152 -0.190
Ge -2.179 -1.901 0.840 1.984
H 2.100 -0.393 1.637 -0.020
C -4.866 -3.170 3.943 -0.704
H -1.931 3.981 -0.301 0.453
H -2.577 4.997 1.979 0.303
C 4.856 3.957 -4.077 -1.701
C -2.972 -2.508 2.568 -0.275
H -4.430 -3.765 5.963 0.340
H 6.785 3.435 -2.210 0.515
C -4.342 -2.718 2.738 -0.120
H 0.081 -4.663 -2.770 0.373
C -0.541 -4.720 -1.883 -0.714
H 4.934 3.017 -4.627 0.341
O -1.842 3.941 4.237 -0.759
H 0.170 2.143 4.545 0.325
H -2.063 -6.985 0.120 0.363
H -0.657 -6.869 -1.916 0.335
C -4.037 0.138 -0.175 0.152
C 4.682 3.682 -2.588 1.735
H 3.610 0.501 1.333 0.130
H -5.935 -3.324 4.044 0.362
H 2.650 -2.354 -2.526 0.349
C -4.598 -2.087 -0.840 -0.091
H -3.379 0.840 0.326 -0.299
H 3.251 -0.104 2.981 0.513
C -1.738 -6.023 -0.263 -0.708
C 2.828 -1.576 -1.779 -1.493
H 4.392 4.784 -0.763 0.281
H 0.156 0.546 3.758 -0.148
C -4.025 -3.419 5.020 -0.344
H 3.993 4.507 -4.456 0.367
H -0.141 -1.024 2.060 -0.248
C -0.952 -5.959 -1.404 -0.339
H 4.132 -1.054 -4.150 0.448
C -2.158 3.316 0.550 -1.642
H 3.706 -1.847 -1.189 0.350
O 0.150 -0.704 0.049 -0.460
C 3.055 -0.236 -2.463 2.185
H 5.733 2.648 -1.009 0.278
C -5.710 -1.609 -1.525 -0.661
H -2.718 -4.919 1.290 0.325
C 1.817 0.160 -3.259 -1.447
H 5.759 4.545 -4.254 0.398
H 5.948 1.924 -2.612 0.216
Ca -0.365 1.519 -0.005 1.400
C -0.755 -0.669 1.220 0.151
C 4.554 4.994 -1.819 -1.723
C -1.917 4.127 1.831 0.108
H 1.959 -1.516 -1.122 0.107
H -0.904 4.547 1.833 0.051
H 4.417 0.674 -3.872 0.170
H -0.604 -2.580 -1.598 0.398
O 1.405 2.292 -1.251 -1.101
C 5.863 2.865 -2.067 -1.405
H -3.235 3.105 0.455 0.216
H 1.925 1.159 -3.685 0.234
Te 1.892 2.161 2.482 0.154
P 2.900 2.197 -1.169 0.971
H -6.355 -2.300 -2.057 0.346
C 2.830 0.294 2.059 -0.644
C -2.009 3.381 3.152 0.231
H 1.478 0.982 4.889 0.443
C -1.711 -3.601 -0.078 -0.363
H -1.078 -2.605 3.569 0.338
H -4.387 -3.152 -0.854 0.378
H -5.338 1.691 -0.866 0.393
H 1.704 -0.558 -4.077 0.527
C -2.108 -4.853 0.393 -0.121
H -6.850 0.130 -2.071 0.345
O 3.388 0.682 -1.395 -0.093
C -5.144 0.624 -0.857 -0.578
C 4.274 -0.291 -3.381 -1.805
C -0.917 -3.553 -1.230 -0.262
O 3.444 2.959 -2.504 -0.341
O 3.606 2.680 0.049 -0.858
O -0.731 -0.435 -1.093 -0.751
H -2.212 1.514 3.904 0.323
H 5.170 -0.532 -2.806 0.356
H -5.016 -2.517 1.911 0.324
C -2.660 -3.210 4.877 -0.650
C -2.147 -2.763 3.666 -0.632
H 0.919 0.121 -2.642 0.192
H -2.201 1.599 2.176 0.105
H 3.703 5.562 -2.199 0.347
H -1.993 -3.392 5.713 0.366
C -5.987 -0.249 -1.534 -0.423
```

No. 3
Entry from the OMol25 dataset: C32H46N3OPdSSbSe4 as an isolated structure (wB97M-V/def2-TZVPD).

The relative energy (zero: lowest compared OMol25 entry of this formula, charge and spin) is 10.2 kcal per mole. As for the total charge: 0. The LUMO energy (spin up / spin down) is 0.005 / -0.064 Ha. The total energy is -11858.4911 hartree. Its HOMO energy (spin up / spin down) is -7.308 / -7.338 eV. Its multiplicity is 5. As for the expectation value of S²: 6.07. The calculation puts the HOMO-LUMO gap (spin up / spin down) at 7.4475 / 5.5944 eV.

Structure (XYZ):
```
89
Properties=species:S:1:pos:R:3:mulliken_spin:R:1
H 0.160 2.145 1.328 -0.020
H -3.715 -0.135 -0.261 0.015
H 1.506 -1.422 -5.278 -0.002
H 3.688 -1.005 -2.645 0.000
H 0.021 0.688 5.389 0.000
C -1.935 2.868 -3.189 0.003
N 0.184 -0.160 2.538 0.671
H 0.296 3.193 2.748 0.001
Se -5.226 -3.421 -0.515 0.369
C 1.926 -3.351 2.267 -0.100
H 2.798 -4.515 3.848 0.007
C -2.845 1.310 -1.535 0.006
H 2.833 -3.953 6.126 -0.001
H 1.357 -4.883 0.883 -0.003
Se -2.224 -1.926 1.318 0.871
C -4.903 1.957 -4.129 -0.001
C 1.934 -2.707 4.615 -0.058
H 0.997 -0.891 5.123 0.018
H 0.835 -0.139 -3.369 -0.011
C -4.041 0.689 -0.882 -0.028
C 0.993 -2.306 -3.391 -0.036
Pd -0.812 -0.156 0.529 0.838
H -2.293 3.800 -3.628 0.000
C 0.517 1.307 4.642 0.012
C 2.525 3.384 -3.209 0.000
N -3.057 2.271 -2.470 0.005
H -5.087 2.511 -2.057 0.000
C 1.238 -2.194 1.979 0.078
C 1.595 -3.567 -5.356 0.002
H -5.933 2.247 -4.343 0.000
H 2.295 4.343 -2.762 0.000
H -1.163 3.152 -2.468 -0.004
C 0.713 -0.998 -2.709 0.065
H 2.730 2.387 -1.319 0.000
H 3.979 0.054 -1.262 0.001
H 1.630 2.109 2.302 -0.001
H -2.033 1.322 2.340 -0.004
H 0.829 -5.631 -2.780 0.001
Sb -2.851 -3.614 -0.536 -0.043
C -1.346 1.980 -4.281 -0.006
C 0.543 2.209 2.344 0.074
C 2.888 2.028 -5.158 0.000
H -1.805 2.261 3.823 -0.001
C 3.135 0.931 -4.344 0.001
C 2.254 -4.330 1.174 -0.001
H -2.076 1.791 -5.067 0.000
C 1.010 -4.716 -3.329 0.000
H -4.740 0.300 -1.621 0.000
C -4.401 2.675 -2.882 0.001
H 1.387 -3.097 6.661 -0.004
H -4.298 2.207 -5.001 0.000
H 2.613 -3.813 0.281 -0.002
H 3.379 -0.028 -4.788 0.000
S 1.774 -0.748 -1.261 -0.007
N -1.661 0.900 -1.190 0.060
C 3.076 1.048 -2.958 -0.002
C 2.578 3.256 -4.591 0.000
H 1.891 -3.591 -6.398 0.000
H -0.912 1.375 -1.675 -0.006
H 0.459 -3.493 -1.669 -0.019
C 0.804 -3.499 -2.698 0.036
H -2.042 0.505 3.902 -0.003
C 2.269 -3.601 3.597 0.249
H 0.962 -1.988 0.962 0.112
C 1.385 -2.348 -4.726 0.000
H 0.341 2.347 4.926 0.001
O 1.242 0.461 -0.523 0.029
H 1.594 1.134 4.672 -0.002
Se -1.349 -5.433 -0.261 0.022
C 1.412 -4.751 -4.658 -0.003
H 2.907 -2.225 6.477 -0.004
C -0.062 1.112 3.241 -0.104
H 3.016 -5.042 1.492 -0.003
C 1.261 -1.540 4.309 0.155
H -4.872 0.875 -3.992 0.000
H -0.468 2.457 -4.726 0.000
H -4.382 3.752 -3.051 0.000
C 0.879 -1.235 2.973 0.000
H -0.293 -0.980 -2.291 -0.018
H 1.567 -5.701 -5.153 0.000
H 2.391 4.115 -5.224 0.000
C 3.296 -0.152 -2.087 0.007
H -1.039 1.013 -3.883 0.007
H -4.565 1.414 -0.256 0.003
C 2.776 2.289 -2.394 0.000
Se -2.673 -2.436 -2.738 0.717
H 2.943 1.924 -6.235 0.000
C -1.584 1.312 3.329 0.057
C 2.287 -3.014 6.047 0.001
```